Below is 19 unconnected molecules or ions with the total composition C37H97IN2O20 at a distorted geometry, with properties calculated with wB97M-V/def2-TZVPD.

Each line ends with the Löwdin charge.
CARTESIAN COORDINATES (ANGSTROEM)
1 C -5.13307 3.96320 -2.22721  -0.101
2 O -4.79953 3.35445 -3.45756  -0.182
3 C -3.50515 2.78586 -3.40026  -0.254
4 C -3.01765 2.28404 -4.74098  -0.165
5 C -3.86772 1.17423 -5.37102  -0.205
6 C -3.20651 0.56184 -6.60661  -0.163
7 C -2.07294 -0.46311 -6.36079  -0.133
8 C -2.17273 -1.31924 -5.09518  -0.083
9 N -1.41748 -0.77597 -3.94175  0.006
10 C -0.08341 -0.74687 -3.95096  0.023
11 C 0.62177 -0.27404 -2.87148  0.046
12 C -0.03974 0.17935 -1.73164  -0.103
13 C 0.68675 0.70604 -0.54615  -0.090
14 C 2.00657 1.16481 -0.67119  0.065
15 C 2.67715 1.66381 0.41506  0.025
16 N 2.07826 1.69326 1.62489  -0.093
17 C 2.81807 2.23460 2.76941  -0.089
18 C 2.55771 3.75116 2.97753  -0.800
19 O 3.24919 4.31204 3.74198  0.031
20 I 0.99159 4.75683 1.91491  0.947
21 C 0.82872 1.23724 1.77855  -0.037
22 C 0.09964 0.76362 0.71194  0.060
23 C -1.43473 0.13506 -1.74642  0.059
24 C -2.08753 -0.35482 -2.86302  0.014
25 H -5.85031 4.76717 -2.37308  0.075
26 H -4.25722 4.38223 -1.71935  0.086
27 H -5.58736 3.24494 -1.53183  0.094
28 H -2.81342 3.57994 -3.07945  0.121
29 H -3.49654 2.02189 -2.60318  0.106
30 H -1.95368 2.02234 -4.68798  0.109
31 H -3.08189 3.13769 -5.42174  0.131
32 H -4.76918 1.66902 -5.71948  0.098
33 H -4.20820 0.43456 -4.64342  0.084
34 H -2.76744 1.38935 -7.17040  0.121
35 H -3.98712 0.12378 -7.21884  0.097
36 H -2.10618 -1.17178 -7.18880  0.123
37 H -1.09427 0.02040 -6.42416  0.111
38 H -1.69454 -2.27664 -5.31955  0.125
39 H -3.18522 -1.56340 -4.78821  0.117
40 H 0.45746 -1.11648 -4.81129  0.161
41 H 1.70088 -0.26176 -2.90270  0.123
42 H 2.48538 1.11345 -1.63628  0.130
43 H 3.69201 2.02576 0.34225  0.163
44 H 2.50770 1.72628 3.68295  0.140
45 H 3.88879 2.15247 2.60459  0.140
46 H 0.42770 1.28504 2.78242  0.163
47 H -0.90947 0.41559 0.86395  0.135
48 H -2.02791 0.46962 -0.90980  0.128
49 H -3.17039 -0.41098 -2.88322  0.130
50 C -8.06425 4.13648 -4.95251  -0.135
51 O -7.67694 2.77287 -5.10639  -0.135
52 H -8.92099 4.31736 -5.59535  0.083
53 H -8.34599 4.33180 -3.91493  0.072
54 H -7.24829 4.80119 -5.24479  0.082
55 H -6.91802 2.63765 -4.52501  0.046
56 C 4.14730 7.51735 5.79265  -0.154
57 O 4.85596 6.32120 6.10399  -0.135
58 H 4.30590 8.22624 6.60128  0.081
59 H 4.52141 7.94838 4.85985  0.081
60 H 3.07517 7.32232 5.69857  0.071
61 H 4.71242 5.70291 5.38176  0.045
62 C 2.40968 -2.07045 3.46456  -0.093
63 O 2.17707 -1.34416 2.24169  -0.132
64 H 2.06130 -3.08712 3.31903  0.053
65 H 3.47361 -2.08301 3.69788  0.075
66 H 1.85625 -1.61545 4.28844  0.090
67 H 2.50822 -0.45883 2.38042  0.017
68 C 1.78909 3.65046 6.31960  -0.140
69 O 0.87113 2.60875 5.96478  -0.130
70 H 2.78714 3.22144 6.37262  0.081
71 H 1.76948 4.42800 5.55706  0.056
72 H 1.53166 4.08021 7.28764  0.079
73 H -0.00711 2.99849 5.92496  0.079
74 C -4.90629 -2.75791 -2.80702  -0.124
75 O -5.22213 -1.59237 -3.58368  -0.148
76 H -3.83223 -2.93082 -2.85956  0.039
77 H -5.19219 -2.60709 -1.76286  0.085
78 H -5.42697 -3.62775 -3.20809  0.093
79 H -6.17099 -1.44709 -3.52280  0.090
80 C 3.03141 -3.24048 -2.11966  -0.149
81 O 3.73873 -2.86519 -3.30005  -0.133
82 H 1.96788 -3.07555 -2.29192  0.060
83 H 3.19847 -4.29673 -1.89802  0.071
84 H 3.36017 -2.62844 -1.27403  0.078
85 H 4.67601 -3.01620 -3.14576  0.084
86 C 3.07669 4.73176 9.90143  -0.170
87 O 2.36219 4.74660 11.12882  -0.115
88 H 2.74513 5.57938 9.30580  0.076
89 H 4.15180 4.82099 10.07714  0.078
90 H 2.86870 3.80601 9.35418  0.062
91 H 2.65731 3.99793 11.65394  0.076
92 C -1.64400 -5.32989 -4.16474  -0.110
93 O -2.11548 -4.37973 -3.19663  -0.151
94 H -2.48370 -5.95004 -4.46409  0.090
95 H -1.24476 -4.82419 -5.04639  0.053
96 H -0.86817 -5.96396 -3.73174  0.077
97 H -1.35969 -3.84230 -2.94457  0.051
98 C 5.61073 -0.37731 5.26250  -0.120
99 O 4.85554 0.34867 4.27444  -0.158
100 H 5.76595 -1.38572 4.88887  0.080
101 H 6.57506 0.09934 5.42823  0.076
102 H 5.06068 -0.42134 6.20233  0.084
103 H 4.73403 1.23616 4.62388  0.052
104 C 1.38988 -6.62248 3.64431  -0.128
105 O 1.24563 -5.19616 3.59825  -0.144
106 H 1.53192 -6.91296 4.68159  0.085
107 H 0.49767 -7.11046 3.25121  0.053
108 H 2.26329 -6.92969 3.06269  0.078
109 H 1.11920 -4.95718 2.67615  0.041
110 C 3.62926 -6.89457 -3.92873  -0.140
111 O 2.88345 -6.27835 -4.98266  -0.133
112 H 3.81187 -7.93025 -4.20027  0.084
113 H 4.58730 -6.38231 -3.80231  0.077
114 H 3.06112 -6.85745 -2.99708  0.052
115 H 2.73547 -5.36381 -4.72782  0.047
116 C 0.74143 -5.13111 -7.94169  -0.126
117 O 0.28601 -4.17257 -6.97745  -0.157
118 H -0.11102 -5.73819 -8.23217  0.083
119 H 1.14044 -4.62885 -8.82440  0.081
120 H 1.50817 -5.77399 -7.50636  0.073
121 H 1.04622 -3.64159 -6.72611  0.060
122 C -8.37311 5.60035 -0.15505  -0.145
123 O -7.15444 6.13583 -0.67277  -0.138
124 H -8.93865 5.19425 -0.98960  0.073
125 H -8.17274 4.80060 0.56264  0.075
126 H -8.96413 6.38082 0.32729  0.080
127 H -6.66217 6.49740 0.06903  0.074
128 C 0.71500 -6.20073 -0.44223  -0.131
129 O 2.05039 -6.60114 -0.73518  -0.129
130 H 0.33911 -5.61904 -1.28193  0.062
131 H 0.08234 -7.07858 -0.29954  0.090
132 H 0.69609 -5.58386 0.46201  0.062
133 H 2.36114 -7.11455 0.01658  0.079
134 C -2.30148 -8.46071 3.33468  -0.148
135 O -0.97390 -8.85756 2.99395  -0.147
136 H -2.66077 -7.79545 2.55333  0.074
137 H -2.96165 -9.32803 3.39440  0.079
138 H -2.31472 -7.92966 4.28984  0.078
139 H -0.66444 -9.44751 3.68748  0.081
140 C 6.72219 1.96755 8.40273  -0.149
141 O 7.13777 0.67142 7.97942  -0.136
142 H 5.83502 2.23647 7.83194  0.064
143 H 6.47171 1.96743 9.46579  0.079
144 H 7.50266 2.70816 8.21456  0.081
145 H 7.92064 0.43858 8.48668  0.081
146 C -7.06980 -0.78037 -7.27814  -0.122
147 O -6.19675 0.14922 -6.63586  -0.154
148 H -6.45534 -1.54060 -7.75529  0.080
149 H -7.72861 -1.26045 -6.55087  0.078
150 H -7.67335 -0.28201 -8.03847  0.085
151 H -6.74085 0.82243 -6.21584  0.054
152 C 7.74590 8.63935 6.39145  -0.158
153 O 7.47306 9.93914 5.87465  -0.122
154 H 8.81431 8.46234 6.30027  0.079
155 H 7.46289 8.57924 7.44551  0.080
156 H 7.20635 7.87847 5.82110  0.059
157 H 6.52955 10.09755 5.95855  0.061

* highest occupied orbital energy: -12.56 eV
* HOMO-LUMO gap: 5.1941 eV
* charge: +2
* E_tot: -3379.1088 hartree